Below is the molecule C6H4O, with properties calculated with wB97M-V/def2-TZVPD.

Last column: natural (NBO) charge in e.
Atoms and positions in Å:
1 C -2.916 1.361 -1.681  -0.163
2 C -2.029 0.696 -1.199  -0.097
3 C -1.024 -0.070 -0.657  -0.068
4 C -0.150 -0.781 -0.188  -0.047
5 C 0.858 -1.532 0.400  -0.011
6 C 2.005 0.319 1.270  -0.060
7 O 1.816 -0.940 1.104  -0.345
8 H -3.699 1.940 -2.117  0.238
9 H 0.945 -2.607 0.384  0.207
10 H 2.825 0.583 1.922  0.175
11 H 1.368 1.031 0.762  0.171

Output
Net charge ... 0
Energy above the lowest of the compared OMol25 structures with the same formula, charge and spin ... 4.873 eV
Lowest unoccupied orbital energy (alpha / beta) ... 0.0100 / -0.0167 Eh

***

Below is a structure of composition C28H36CeCl2N8, with properties calculated with wB97M-V/def2-TZVPD.

Last column: Mulliken charge in e.
Atoms and positions in Å:
1 Ce 0.040 -0.139 -0.062  0.359
2 N 1.066 0.107 2.406  -0.022
3 C 2.334 0.871 2.571  -1.001
4 C 2.625 1.642 1.313  -0.669
5 N 2.638 0.740 0.131  0.615
6 C 2.955 1.569 -1.064  -0.691
7 C 2.786 0.794 -2.344  -1.021
8 N 1.396 0.275 -2.421  -0.199
9 C 3.671 -0.329 0.295  -1.036
10 C 3.114 -1.658 0.745  -0.871
11 N 1.936 -2.016 -0.093  -0.337
12 H 1.092 -0.705 3.020  0.392
13 H 0.308 0.680 2.769  -0.012
14 H 2.270 1.559 3.414  0.582
15 H 3.142 0.181 2.799  0.387
16 H 1.864 2.412 1.145  0.236
17 H 3.591 2.142 1.422  0.496
18 H 2.283 2.432 -1.061  0.366
19 H 3.974 1.961 -0.993  0.431
20 H 3.016 1.445 -3.188  0.539
21 H 3.476 -0.043 -2.408  0.398
22 H 0.824 0.956 -2.914  0.251
23 H 1.377 -0.545 -3.024  0.257
24 H 4.174 -0.474 -0.658  0.457
25 H 4.444 0.002 0.992  0.358
26 H 3.896 -2.413 0.661  0.615
27 H 2.794 -1.647 1.782  0.399
28 H 2.250 -2.160 -1.052  0.245
29 H 1.614 -2.934 0.205  0.343
30 C -2.083 1.698 -4.354  -1.222
31 C -1.747 1.491 -3.016  -0.110
32 N -1.399 0.316 -2.497  0.640
33 C -1.422 -0.767 -3.330  -0.374
34 C -1.773 -0.654 -4.687  1.051
35 C -2.080 0.621 -5.199  -0.809
36 C -1.861 -1.817 -5.523  -1.015
37 C -1.660 -3.043 -5.006  -1.036
38 C -1.312 -3.198 -3.624  0.964
39 C -1.158 -4.478 -3.059  -0.650
40 C -0.849 -4.597 -1.727  -1.438
41 C -0.652 -3.434 -0.993  -0.257
42 N -0.771 -2.202 -1.492  0.725
43 C -1.140 -2.074 -2.799  0.051
44 H -2.352 2.690 -4.693  0.531
45 H -1.805 2.343 -2.353  0.485
46 H -2.334 0.730 -6.247  0.499
47 H -2.128 -1.687 -6.565  0.486
48 H -1.769 -3.932 -5.616  0.488
49 H -1.301 -5.356 -3.679  0.514
50 H -0.749 -5.563 -1.248  0.493
51 H -0.388 -3.521 0.052  0.675
52 Cl -1.233 -1.929 1.952  -0.023
53 C -2.927 -1.676 1.414  -0.395
54 Cl -2.913 -0.448 0.128  0.113
55 H -3.511 -1.320 2.254  0.473
56 H -3.308 -2.608 1.012  0.490
57 N -0.677 2.339 -0.280  0.107
58 C -0.781 3.328 0.780  0.187
59 C -0.529 4.654 0.554  -0.479
60 C -0.774 5.601 1.568  -1.099
61 C -1.294 5.198 2.768  -0.845
62 C -1.552 3.825 3.017  0.619
63 C -2.077 3.354 4.241  -0.734
64 C -2.263 2.009 4.418  -1.328
65 C -1.905 1.139 3.381  0.108
66 N -1.416 1.527 2.210  0.308
67 C -1.265 2.870 2.019  0.116
68 H -0.281 2.800 -1.097  0.342
69 H -1.635 2.085 -0.537  0.463
70 H -0.168 4.993 -0.414  0.491
71 H -0.576 6.648 1.376  0.460
72 H -1.510 5.921 3.546  0.481
73 H -2.321 4.061 5.027  0.508
74 H -2.662 1.609 5.341  0.488
75 H -2.006 0.070 3.540  0.590

Output
Net charge ... +4
Energy above the lowest of the compared OMol25 structures with the same formula, charge and spin ... 1.029 eV
Lowest unoccupied orbital energy (alpha / beta) ... -0.5461 / -0.5459 Eh

***

Below is the molecule C6H10O, with properties calculated with wB97M-V/def2-TZVPD.

Last column: natural (NBO) charge in e.
Atoms and positions in Å:
1 C -1.237 -1.662 -0.709  -0.605
2 C -1.249 -0.501 0.253  -0.226
3 C -0.217 -0.416 1.335  -0.416
4 C 1.977 1.038 0.122  0.261
5 O 2.107 2.332 0.018  -0.658
6 C 0.886 0.667 -0.794  -0.572
7 C -0.293 0.619 0.143  -0.211
8 H -1.763 -2.513 -0.284  0.215
9 H -0.226 -1.999 -0.944  0.205
10 H -1.726 -1.403 -1.645  0.209
11 H -2.248 -0.182 0.542  0.212
12 H 0.541 -1.188 1.375  0.221
13 H -0.515 -0.050 2.304  0.214
14 H 2.779 2.580 0.643  0.495
15 H 0.725 1.380 -1.583  0.210
16 H 1.107 -0.301 -1.228  0.224
17 H -0.647 1.599 0.451  0.221

Output
Net charge ... 0
Energy above the lowest of the compared OMol25 structures with the same formula, charge and spin ... 3.065 eV
Lowest unoccupied orbital energy ... 0.0369 Eh

***

Below is a structure of composition C26H44Cl2EuO2P2, with properties calculated with wB97M-V/def2-TZVPD.

Last column: Mulliken spin population.
Atoms and positions in Å:
1 Eu -0.454 -0.049 1.849  5.002
2 C -0.664 -2.520 2.928  0.129
3 C 0.668 -2.465 2.396  0.247
4 C 0.606 -1.174 4.308  0.167
5 C -0.696 -1.713 4.106  0.206
6 C 1.448 -1.626 3.254  0.087
7 C -1.835 -3.235 2.361  0.003
8 H -1.614 -3.675 1.381  0.001
9 H -2.695 -2.559 2.221  0.001
10 H -2.170 -4.042 3.033  0.007
11 C -1.854 -1.434 4.982  -0.002
12 H -2.748 -1.975 4.657  0.000
13 H -2.091 -0.360 4.996  0.010
14 H -1.629 -1.709 6.022  0.006
15 C 0.974 -0.286 5.434  0.004
16 H 0.613 -0.690 6.391  0.015
17 H 0.517 0.707 5.312  0.030
18 H 2.056 -0.141 5.498  0.001
19 C 2.889 -1.297 3.133  0.032
20 H 3.472 -1.778 3.933  -0.004
21 H 3.059 -0.213 3.216  -0.008
22 H 3.302 -1.620 2.173  0.001
23 C 1.158 -3.153 1.176  -0.025
24 H 1.612 -4.130 1.415  0.027
25 H 1.924 -2.558 0.653  0.006
26 H 0.349 -3.333 0.452  0.009
27 C -1.845 0.797 -4.294  0.000
28 C -1.887 -0.537 -4.448  0.000
29 C -1.093 -1.290 -5.469  0.000
30 C 0.350 -0.756 -5.739  0.000
31 C 1.077 -0.213 -4.551  0.000
32 C 1.140 1.097 -4.247  0.001
33 C 0.277 2.160 -4.851  0.000
34 C -1.167 1.723 -5.245  0.000
35 H -1.622 -1.300 -6.442  0.000
36 H 0.314 -0.012 -6.548  0.000
37 H -1.016 -2.346 -5.159  0.000
38 H -1.155 1.297 -6.257  0.000
39 H -2.484 1.281 -3.553  0.000
40 H -2.652 -1.121 -3.926  0.000
41 H -1.773 2.645 -5.295  0.000
42 H 0.203 2.997 -4.133  0.000
43 H 1.926 1.466 -3.581  0.000
44 H 0.750 2.576 -5.759  0.000
45 H 0.930 -1.613 -6.121  0.000
46 H 1.665 -0.946 -3.983  0.000
47 P -1.117 -0.175 -0.888  0.021
48 P 1.761 1.180 0.324  0.022
49 C -0.227 1.203 -1.732  -0.010
50 C 0.819 2.066 -1.001  -0.003
51 H -0.973 1.863 -2.201  0.002
52 H 0.234 0.629 -2.542  0.000
53 H 1.558 2.453 -1.721  0.001
54 H 0.321 2.932 -0.541  0.002
55 C 2.454 2.556 1.311  -0.003
56 H 3.259 2.157 1.945  0.001
57 H 1.685 2.987 1.969  -0.001
58 H 2.857 3.329 0.640  0.000
59 C 3.243 0.557 -0.535  0.001
60 H 3.684 1.334 -1.176  0.000
61 H 2.978 -0.318 -1.143  0.001
62 H 3.976 0.242 0.220  0.000
63 C -2.845 0.370 -1.002  0.000
64 H -3.474 -0.382 -0.512  0.001
65 H -3.182 0.508 -2.032  0.001
66 H -2.957 1.316 -0.452  -0.002
67 C -0.947 -1.798 -1.716  -0.001
68 H 0.035 -2.244 -1.492  0.001
69 H -1.052 -1.754 -2.812  0.001
70 H -1.726 -2.462 -1.316  0.000
71 Cl -2.030 2.063 6.032  0.001
72 C -1.258 3.232 4.923  0.002
73 Cl 0.467 3.534 5.290  0.001
74 C -1.308 2.686 3.481  0.002
75 O -1.973 3.277 2.629  0.001
76 O -0.591 1.611 3.342  0.005
77 H -1.805 4.171 5.029  0.000

Output
Net charge ... +1
Expectation value of S² ... 12.040
2S+1 ... 7
Lowest unoccupied orbital energy (alpha / beta) ... -0.0844 / -0.1915 Eh

***

Below is a cluster of 2 separate species, C11H18N5O5 in total, with properties calculated with wB97M-V/def2-TZVPD.

Last column: natural (NBO) charge in e.
Atoms and positions in Å:
1 O 0.863 -3.966 -3.011  -0.562
2 O 1.818 -4.491 -0.447  -0.618
3 O -0.727 4.334 -0.590  -0.637
4 O -0.487 0.064 2.346  -0.634
5 O 1.147 -6.158 -3.563  -0.650
6 C 1.189 -5.108 -2.692  0.704
7 C 1.665 -5.375 -1.288  0.566
8 C -0.753 4.400 0.633  0.678
9 C -1.154 0.886 1.732  0.656
10 C 1.680 -0.757 0.361  -0.029
11 C 1.278 0.440 -0.163  0.137
12 C 1.169 -1.069 -1.775  0.243
13 N 1.976 -6.638 -0.836  -0.765
14 N 1.611 -1.685 -0.659  -0.464
15 N -2.486 0.870 1.845  -0.593
16 N -0.640 3.318 1.408  -0.616
17 N 0.964 0.235 -1.495  -0.477
18 C -0.922 5.732 1.327  -0.709
19 C -3.454 1.753 1.188  -0.420
20 C 1.032 1.704 0.620  -0.429
21 C -0.469 1.962 0.864  -0.133
22 H 0.822 -5.807 -4.409  0.519
23 H 1.908 -0.951 1.405  0.269
24 H 0.980 -1.555 -2.729  0.264
25 H 1.836 -7.441 -1.446  0.416
26 H 2.235 -6.758 0.140  0.431
27 H 1.781 -2.690 -0.557  0.487
28 H -2.846 0.153 2.458  0.417
29 H -0.665 3.445 2.409  0.410
30 H 0.630 0.947 -2.136  0.456
31 H -0.885 6.526 0.581  0.255
32 H -1.885 5.758 1.833  0.234
33 H -0.118 5.878 2.047  0.229
34 H -3.440 2.742 1.651  0.204
35 H -3.235 1.853 0.123  0.206
36 H -4.459 1.338 1.292  0.227
37 H 1.554 1.646 1.578  0.253
38 H 1.455 2.540 0.060  0.246
39 H -0.968 1.924 -0.104  0.230

Output
Net charge ... +1
Energy above the lowest of the compared OMol25 structures with the same formula, charge and spin ... 0.000 eV
Lowest unoccupied orbital energy ... -0.1216 Eh

***

F_max, respectively: 1.29 1.03 1.55 2.83 4.36 eV/A.
DFT total energy, respectively: -8327.5671 -79480.0631 -8428.1758 -94713.8673 -29383.4976 eV.